Entry 1:
ORCA calculation (the ωB97M-V functional and the def2-TZVPD basis) on a 4-piece molecular cluster, C21H39FIN5O10PS4 overall at a distorted geometry.

ORCA input file:
```
! RIJCOSX wB97M-V def2-TZVPD def2/J DEFGRID3
* xyz 1 1
C -3.604 3.121 0.711
C -2.670 3.587 0.123
C -1.292 3.963 -0.251
N -0.293 3.169 0.429
C 0.501 2.136 0.119
N 0.525 1.498 -1.041
C 1.524 0.405 -1.152
C 1.063 -0.881 -0.428
C 2.037 -2.002 -0.862
I 1.257 -2.889 -2.669
P -0.498 1.779 -2.473
O -2.014 1.539 -1.870
O -0.292 0.569 -3.536
N 1.314 1.797 1.168
C 0.990 2.608 2.143
C 1.719 2.495 3.457
N 0.981 1.663 4.413
N 0.007 3.444 1.737
S -0.561 4.548 2.894
O -1.036 3.796 3.974
O 0.484 5.419 3.239
F -1.743 5.353 2.314
H -4.470 2.552 0.949
H -1.231 3.967 -1.340
H -1.141 5.011 0.039
H 1.674 0.117 -2.200
H 2.511 0.729 -0.812
H 1.218 -0.735 0.648
H 0.026 -1.126 -0.663
H 3.014 -1.567 -1.089
H 2.175 -2.760 -0.093
H -2.447 0.791 -2.314
H -0.573 -0.306 -3.207
H 2.691 2.021 3.286
H 1.956 3.465 3.906
H 1.581 0.920 4.757
H 0.721 2.236 5.205
C 1.573 -3.257 -8.914
C 3.016 -3.091 -8.423
C 3.026 -3.383 -6.918
S 1.672 -4.524 -6.621
O 0.683 -3.864 -5.799
O 2.200 -5.816 -6.274
C 1.075 -4.564 -8.305
H 1.514 -3.276 -10.001
H 0.963 -2.424 -8.557
H 3.661 -3.805 -8.941
H 3.401 -2.094 -8.632
H 3.957 -3.845 -6.599
H 2.840 -2.483 -6.333
H -0.009 -4.658 -8.309
H 1.528 -5.426 -8.796
C -7.796 0.071 -1.830
C -7.564 -0.942 -0.703
C -6.073 -1.300 -0.707
S -5.216 0.132 -1.367
O -4.606 -0.229 -2.626
O -4.447 0.764 -0.321
C -6.681 1.103 -1.696
H -8.778 0.535 -1.762
H -7.725 -0.431 -2.798
H -7.832 -0.489 0.254
H -8.181 -1.831 -0.826
H -5.702 -1.507 0.294
H -5.865 -2.145 -1.361
H -6.532 1.699 -2.595
H -6.847 1.754 -0.838
C 3.820 0.150 8.953
C 4.882 -0.910 8.640
C 4.635 -1.398 7.207
S 3.866 -0.031 6.338
O 2.517 -0.411 5.974
O 4.785 0.503 5.363
C 3.788 1.076 7.740
H 4.051 0.697 9.865
H 2.847 -0.329 9.083
H 5.875 -0.462 8.709
H 4.847 -1.737 9.347
H 5.561 -1.665 6.702
H 3.945 -2.240 7.183
H 2.885 1.680 7.683
H 4.670 1.714 7.707
*
```

The orbital gap comes out at 0.32216 hartree. For the LUMO energy, the calculation gives -2.59 eV. As for the HOMO energy: -11.3535 eV.

Atomic partial charges in e from the Löwdin method, atoms 1 to 8: number 1, C, carries 0.1409; number 2, C, carries -0.0995; number 3, C, carries -0.1442; number 4, N, carries 0.0466; number 5, C, carries -0.2915; number 6, N, carries -0.1234; number 7, C, carries -0.2206; number 8, C, carries -0.3045

Entry 2:
ORCA calculation (the ωB97M-V functional and the def2-TZVPD basis) on a 4-piece molecular cluster, C21H39FNO11P2 overall at a distorted geometry.

ORCA input file:
```
! RIJCOSX wB97M-V def2-TZVPD def2/J DEFGRID3
* xyz 1 1
N 6.351 -1.394 2.659
P 6.474 -0.913 0.965
O 5.614 -2.076 0.007
P 5.311 0.936 0.748
C 6.187 2.487 1.372
C 7.524 2.224 2.219
F 7.535 3.209 3.288
C 3.575 0.713 1.547
O 2.547 1.050 0.594
C 1.232 0.873 1.130
C 0.082 1.931 0.991
C -1.350 1.648 1.563
C -1.696 0.306 2.309
C -0.553 -0.730 2.491
C 0.850 -0.438 1.908
H 6.460 -0.576 3.280
H 7.054 -2.120 2.864
H 6.205 -2.854 -0.130
H 5.051 1.073 -0.667
H 6.431 3.131 0.446
H 5.451 3.113 2.001
H 8.481 2.365 1.611
H 7.588 1.202 2.720
H 3.464 1.340 2.513
H 3.554 -0.386 1.892
H 0.252 2.932 0.467
H -2.216 2.399 1.457
H -2.718 0.031 2.730
H -0.702 -1.723 3.051
H 1.649 -1.247 2.058
C 4.107 -2.042 -2.748
C 3.871 -3.418 -2.149
O 2.697 -4.021 -2.698
C 2.831 -4.521 -3.938
O 3.835 -4.508 -4.607
O 1.642 -5.018 -4.318
C 1.617 -5.493 -5.664
H 3.218 -1.415 -2.634
H 4.952 -1.549 -2.264
H 4.316 -2.105 -3.818
H 3.701 -3.317 -1.074
H 4.740 -4.070 -2.279
H 2.415 -6.217 -5.845
H 1.698 -4.651 -6.355
H 0.659 -5.987 -5.828
C -8.600 -2.266 4.983
C -7.106 -2.083 5.176
O -6.459 -1.765 3.938
C -6.614 -0.502 3.512
O -7.232 0.370 4.073
O -5.979 -0.378 2.331
C -6.151 0.898 1.715
H -8.799 -3.006 4.203
H -9.073 -2.594 5.912
H -9.077 -1.336 4.667
H -6.671 -3.023 5.525
H -6.887 -1.325 5.933
H -5.872 1.708 2.391
H -7.186 1.013 1.384
H -5.502 0.941 0.839
C -2.501 4.734 -5.317
C -3.369 5.165 -4.149
O -3.984 4.036 -3.518
C -3.184 3.310 -2.724
O -2.016 3.524 -2.497
O -3.901 2.279 -2.240
C -3.136 1.365 -1.455
H -3.075 4.122 -6.018
H -2.106 5.604 -5.847
H -1.657 4.127 -4.982
H -4.179 5.799 -4.519
H -2.804 5.756 -3.423
H -2.604 1.879 -0.654
H -2.438 0.825 -2.098
H -3.823 0.646 -1.007
*
```

The orbital gap comes out at 0.26934 hartree. For the LUMO energy, the calculation gives -3.88 eV. As for the HOMO energy: -11.2123 eV.

Atomic partial charges in e from the Löwdin method, atoms 1 to 8: number 1, N, carries -0.2067; number 2, P, carries 0.7260; number 3, O, carries -0.3685; number 4, P, carries 0.9267; number 5, C, carries -0.2826; number 6, C, carries -0.1924; number 7, F, carries -0.0916; number 8, C, carries -0.3324

Entry 3:
ORCA calculation (the ωB97M-V functional and the def2-TZVPD basis) on C21H39N2O2P3PdS as an isolated structure at a distorted geometry.

ORCA input file:
```
! RIJCOSX wB97M-V def2-TZVPD def2/J DEFGRID3
* xyz 4 5
P 2.908 -0.541 0.171
C 3.695 -0.870 1.787
H 4.781 -0.912 1.633
H 3.345 -1.832 2.181
H 3.464 -0.069 2.500
C 3.271 -2.071 -0.755
H 3.100 -1.926 -1.830
H 2.658 -2.902 -0.382
H 4.340 -2.299 -0.606
C 4.004 0.650 -0.653
H 5.009 0.202 -0.694
H 4.047 1.592 -0.085
H 3.642 0.831 -1.673
P -0.782 2.681 -0.329
C -0.844 3.744 1.162
H -1.296 4.716 0.910
H 0.181 3.902 1.529
H -1.453 3.256 1.937
C 0.249 3.575 -1.518
H 0.145 3.124 -2.509
H 1.298 3.536 -1.202
H -0.079 4.622 -1.583
C -2.434 2.772 -1.070
H -2.655 3.817 -1.332
H -3.190 2.415 -0.362
H -2.454 2.164 -1.979
P -2.215 -2.017 0.203
C -3.063 -2.456 1.758
H -3.640 -3.378 1.590
H -3.745 -1.636 2.022
H -2.334 -2.625 2.563
C -3.530 -1.902 -1.042
H -4.222 -2.739 -0.856
H -3.110 -2.012 -2.052
H -4.066 -0.948 -0.954
C -1.397 -3.568 -0.295
H -2.197 -4.313 -0.452
H -0.717 -3.937 0.484
H -0.852 -3.428 -1.235
Pd -0.071 0.407 0.039
C 1.497 1.230 0.877
O 1.939 2.025 1.632
C -1.897 0.171 0.777
O -2.692 0.706 1.482
C -1.307 -0.273 -3.218
C -0.660 -1.498 -3.035
C 0.729 -1.554 -2.993
C 1.480 -0.382 -3.110
C 0.839 0.838 -3.297
C -0.557 0.890 -3.344
H -2.397 -0.239 -3.287
H -1.241 -2.419 -2.963
H 1.238 -2.517 -2.894
H 2.571 -0.413 -3.085
H 1.429 1.747 -3.423
H -1.070 1.839 -3.510
C 0.396 -3.412 4.237
N 0.162 -1.981 4.333
C -0.121 -1.309 5.510
C -0.258 0.000 5.188
N -0.057 0.106 3.821
C 0.200 -1.127 3.277
S 0.476 -1.697 1.685
H -0.373 -3.888 3.610
H 1.389 -3.598 3.803
H 0.343 -3.792 5.259
H -0.180 -1.876 6.427
H -0.482 0.856 5.789
H -0.074 0.982 3.306
*
```

The orbital gap (spin up / spin down) comes out at 0.24568 / 0.14576 hartree. The expectation value of S² is 6.03. For the LUMO energy (spin up / spin down), the calculation gives -12.31 / -16.09 eV. As for the HOMO energy (spin up / spin down): -18.9975 / -20.0565 eV. The energy relative to the best compared isomer or geometry (same formula, charge and spin) is 0.0 kcal/mol.

Atomic partial charges in e from the Löwdin method, atoms 1 to 8: number 1, P, carries 0.8422; number 2, C, carries -0.2025; number 3, H, carries 0.0964; number 4, H, carries 0.0470; number 5, H, carries 0.0594; number 6, C, carries -0.1949; number 7, H, carries 0.0334; number 8, H, carries 0.0608